# 1
The following is a quantum chemistry calculation of a molecular structure, C45H47Cl3InN10OP2S2 at a distorted geometry, from the OMol25 dataset.

Results
LUMO   -0.116 Eh
E_HOMO   -8.720 eV
Relative energy (zero: lowest compared OMol25 entry of this formula, charge and spin)   584.9 kcal/mol
HOMO-LUMO gap   5.57 eV
F_max   6.4 eV Å⁻¹
Charge   +1

Structure (XYZ):
```
111
Properties=species:S:1:pos:R:3:forces:R:3:mulliken_charge:R:1
In 1.592 2.974 -0.979 0.39 0.53 0.13 1.230
C 4.693 0.891 4.006 -0.04 0.01 -0.03 -1.275
C 3.436 0.195 3.504 0.02 0.05 0.06 -0.166
N 2.447 1.132 2.986 0.09 0.11 0.04 0.037
C 2.458 1.617 1.740 0.03 0.02 -0.07 0.182
S 1.275 2.894 1.453 -0.16 -0.23 -0.11 -0.590
N 3.349 1.132 0.903 -0.06 -0.05 -0.01 -1.085
N 3.294 1.638 -0.352 -0.02 0.02 0.00 0.900
C 4.227 1.375 -1.192 0.02 0.01 -0.01 0.924
C 5.399 0.504 -0.887 -0.03 -0.01 0.04 -1.912
C 4.111 2.032 -2.523 0.02 0.04 0.05 0.548
C 4.992 1.758 -3.556 0.00 -0.02 -0.03 -0.859
C 4.834 2.420 -4.766 -0.01 -0.01 0.01 -0.536
C 3.812 3.342 -4.911 0.03 0.02 0.01 -1.130
C 2.978 3.574 -3.830 -0.03 0.00 0.00 -0.014
N 3.130 2.933 -2.676 -0.02 -0.07 0.00 0.133
H 5.413 0.157 4.369 0.00 0.01 0.00 0.393
H 4.460 1.574 4.824 0.02 0.00 0.00 0.336
H 5.157 1.462 3.201 0.01 -0.01 0.00 0.287
H 2.957 -0.364 4.308 0.00 -0.02 -0.03 0.501
H 3.680 -0.499 2.707 -0.02 -0.09 -0.05 0.005
H 1.858 1.613 3.646 -0.10 -0.09 -0.02 0.241
H 5.378 0.218 0.159 0.00 -0.01 0.00 0.338
H 6.332 1.028 -1.100 0.00 -0.01 -0.02 0.422
H 5.371 -0.401 -1.498 0.01 0.01 -0.02 0.387
H 5.781 1.034 -3.424 0.00 0.00 0.00 0.499
H 5.508 2.215 -5.587 -0.01 -0.01 0.00 0.448
H 3.659 3.873 -5.839 0.00 0.01 0.01 0.443
H 2.166 4.290 -3.867 -0.02 -0.03 -0.02 0.595
Cl -3.489 2.933 -5.627 0.01 -0.06 0.03 -0.202
C -2.174 2.764 -4.544 -0.15 0.18 -0.03 -0.314
C -1.455 1.662 -4.300 0.11 -0.01 -0.33 -1.020
C -0.451 2.017 -3.316 0.45 0.19 -0.17 1.075
Cl 0.680 0.934 -2.539 -0.31 -0.20 0.07 0.189
C -0.519 3.320 -2.967 -0.03 0.21 -0.13 -0.567
O 0.225 4.003 -2.129 -0.04 -0.21 0.18 -0.651
C -2.749 3.662 -2.434 -1.26 1.00 0.75 -0.442
Cl -3.367 2.922 -1.280 -0.75 4.45 -4.58 -0.942
C -1.808 3.889 -3.587 0.29 -2.02 1.20 0.433
H -1.570 0.694 -4.762 -0.04 -0.01 0.02 0.591
H -1.816 4.915 -3.938 0.08 -0.02 -0.12 0.599
C -6.048 -3.839 3.065 0.05 -0.07 -0.06 -0.711
S -5.145 -5.321 2.567 -0.01 0.01 0.05 -0.131
C -3.452 -4.717 2.766 -0.13 0.02 -0.09 -1.001
C -3.034 -3.706 1.707 0.09 -0.07 0.08 0.629
C -1.578 -3.291 1.895 -0.27 0.03 -0.14 -0.832
N -1.185 -2.154 1.041 0.61 0.23 0.28 0.029
P 0.149 -2.185 -0.064 -0.16 -0.28 -0.25 0.531
C -0.559 -2.757 -1.656 0.02 0.08 0.00 0.754
C -1.866 -3.184 -1.860 0.00 -0.07 0.01 -0.024
C -2.310 -3.522 -3.134 0.00 -0.01 0.00 -0.718
C -1.448 -3.442 -4.217 0.01 0.01 -0.02 -0.674
C -0.136 -3.027 -4.024 0.00 -0.02 0.01 -0.664
C 0.298 -2.680 -2.755 -0.01 0.00 0.03 -0.682
C 1.120 -3.675 0.378 0.06 0.07 0.00 0.025
C 2.285 -3.465 1.111 -0.02 -0.03 0.01 -0.681
C 3.106 -4.528 1.464 0.00 -0.01 0.01 -0.477
C 2.763 -5.816 1.080 0.00 0.00 0.02 -0.506
C 1.605 -6.038 0.347 -0.02 -0.01 -0.01 -0.739
C 0.790 -4.974 -0.008 0.03 -0.01 -0.02 -0.035
P -1.124 -0.550 1.750 -0.38 0.13 0.33 0.505
C -2.288 -0.655 3.177 0.08 -0.10 -0.07 0.137
C -3.675 -0.568 3.071 0.00 0.03 0.01 -0.492
C -4.473 -0.629 4.204 -0.01 0.02 0.00 -0.663
C -3.894 -0.769 5.459 -0.01 0.00 0.00 -0.601
C -2.515 -0.849 5.581 0.01 -0.01 -0.02 -0.604
C -1.720 -0.790 4.444 0.02 -0.02 -0.01 -0.437
C -2.156 0.466 0.589 0.25 0.04 0.37 0.194
C -2.111 1.869 0.957 -0.80 -1.99 -2.32 -0.435
C -2.648 2.684 0.010 0.60 0.58 3.79 -0.225
C -3.797 1.520 -1.641 -1.72 -3.34 -1.23 -0.670
C -3.716 0.165 -1.501 2.25 1.07 1.70 -0.645
C -2.820 -0.218 -0.446 -0.02 -0.43 -0.06 0.328
H -7.094 -4.122 3.162 -0.01 0.02 0.00 0.414
H -5.964 -3.047 2.321 -0.01 0.02 0.02 0.181
H -5.683 -3.483 4.028 -0.02 0.01 0.01 0.183
H -2.823 -5.608 2.717 0.03 0.02 0.04 0.413
H -3.359 -4.289 3.768 0.07 -0.03 0.01 0.337
H -3.669 -2.821 1.775 -0.02 -0.01 -0.06 -0.471
H -3.179 -4.150 0.721 -0.02 0.02 -0.01 0.515
H -0.925 -4.138 1.685 0.01 0.01 0.01 0.534
H -1.424 -3.028 2.945 0.06 -0.05 0.00 0.064
H -2.543 -3.267 -1.020 0.00 0.03 -0.02 -0.119
H -3.330 -3.854 -3.277 0.00 0.00 0.01 0.492
H -1.796 -3.701 -5.208 0.00 -0.01 0.00 0.394
H 0.545 -2.974 -4.864 0.00 0.02 0.00 0.442
H 1.321 -2.345 -2.607 -0.01 0.00 -0.03 0.430
H 2.547 -2.453 1.391 0.06 0.08 0.04 0.446
H 4.014 -4.352 2.025 -0.02 0.00 0.01 0.431
H 3.401 -6.648 1.348 0.00 0.00 0.00 0.388
H 1.340 -7.043 0.045 0.00 0.00 -0.01 0.422
H -0.101 -5.152 -0.599 0.00 0.00 0.00 0.464
H -4.134 -0.441 2.097 0.00 0.00 0.00 0.398
H -5.549 -0.562 4.108 0.00 0.01 0.01 0.492
H -4.519 -0.807 6.342 0.00 -0.01 0.00 0.407
H -2.059 -0.950 6.557 0.00 -0.01 0.00 0.442
H -0.641 -0.856 4.533 -0.01 0.03 0.02 0.478
H -1.739 2.178 1.923 0.22 0.15 -0.08 0.758
H -3.699 4.207 -0.733 1.35 0.78 0.86 0.344
H -4.729 3.190 -1.266 -0.26 -0.76 0.04 0.359
H -4.266 -0.567 -2.070 -0.18 0.04 0.06 0.601
H -2.705 -1.288 -0.320 -0.17 0.02 -0.08 0.094
N 1.495 8.290 -1.620 -0.46 -0.06 0.06 -0.574
N 1.972 7.179 -0.985 0.18 0.02 0.06 1.146
N 2.200 7.172 0.311 0.02 0.00 -0.05 -0.977
C 2.526 5.904 0.503 0.15 -0.05 0.05 -0.305
N 2.499 5.200 -0.637 -0.36 0.24 -0.09 -0.015
N 2.134 6.055 -1.590 0.11 -0.11 -0.05 -0.278
H 1.757 9.123 -1.114 0.19 0.02 -0.09 0.297
H 1.705 8.264 -2.606 0.18 0.07 0.02 0.271
H 2.802 5.499 1.460 -0.09 -0.04 0.01 0.586
```
Positions in Å, forces in eV/Å.

=====

# 2
The following is a quantum chemistry calculation of a molecular structure, C20H27AlBF7N5O7S, from the OMol25 dataset.

Results
LUMO   0.065 Eh
E_HOMO   -7.344 eV
HOMO-LUMO gap   9.12 eV
F_max   0.9 eV Å⁻¹
Charge   -1

Structure (XYZ):
```
69
Properties=species:S:1:pos:R:3:forces:R:3:mulliken_charge:R:1
C -3.967 3.538 -1.446 0.06 -0.08 0.02 -0.990
C -3.255 3.366 -2.791 -0.14 0.24 0.05 0.011
O -3.638 2.179 -3.470 0.21 0.02 -0.10 -0.482
C -2.715 1.109 -3.391 -0.06 -0.20 -0.01 -0.456
C -2.989 0.241 -2.163 -0.19 0.29 -0.07 -0.450
O -1.839 -0.559 -1.918 -0.35 -0.14 0.06 -0.492
C -1.412 -0.861 -0.620 0.04 0.14 -0.06 0.736
O -1.467 0.249 0.221 0.31 -0.11 0.13 -0.403
B -0.770 1.435 0.146 -0.07 0.32 -0.10 0.976
O -0.485 2.057 -1.043 -0.50 -0.61 -0.04 -0.651
O -0.383 1.978 1.358 -0.75 -0.09 -0.07 -0.645
C 0.004 -1.518 -0.885 -0.39 -0.67 -0.51 1.722
C 0.737 -0.909 -2.108 0.07 0.21 -0.11 -0.134
C 2.261 -0.985 -2.151 0.14 0.13 -0.20 -1.851
C 2.965 0.016 -1.229 -0.03 0.11 -0.39 0.694
C 2.953 1.437 -1.839 0.32 -0.23 -0.16 -0.945
S 2.381 2.748 -0.717 0.82 0.16 -0.04 -0.276
C 3.180 2.149 0.714 -0.14 0.15 0.40 0.660
N 4.410 1.810 0.845 -0.06 0.06 0.04 -0.375
N 4.525 1.272 2.131 -0.28 0.07 -0.06 -0.523
C 3.349 1.353 2.655 0.34 -0.07 0.20 -0.004
O 2.437 1.904 1.824 0.28 0.06 -0.29 -0.095
C 0.896 -1.773 0.338 0.20 0.20 0.32 -1.193
C 0.986 -0.928 1.452 0.16 -0.32 0.05 0.383
C 1.851 -1.246 2.491 0.08 -0.35 -0.12 -0.979
C 2.619 -2.408 2.394 -0.26 0.38 -0.02 -0.725
N 2.566 -3.214 1.337 0.08 -0.07 0.00 -0.784
C 1.733 -2.899 0.351 -0.33 0.34 -0.02 0.063
N -0.548 -2.825 -1.344 0.60 0.03 0.10 -0.215
C -1.488 -3.296 -0.484 0.23 0.77 -0.12 -0.350
O -1.737 -4.434 -0.212 -0.30 -0.76 -0.03 -0.658
C -2.169 -2.045 0.113 -0.24 -0.31 0.01 0.499
N -2.035 -2.079 1.543 -0.11 0.16 0.07 -0.453
C -3.673 -2.165 -0.200 0.00 0.09 -0.10 0.291
F -4.277 -3.055 0.579 0.02 0.02 -0.13 -0.304
F -4.309 -0.983 -0.018 0.03 -0.13 0.06 -0.263
F -3.890 -2.548 -1.480 -0.02 0.12 0.12 -0.268
H -4.255 4.579 -1.282 0.06 -0.03 0.02 0.387
H -3.339 3.226 -0.607 -0.05 -0.04 -0.03 0.117
H -4.874 2.930 -1.435 0.03 0.08 -0.02 0.314
H -3.522 4.198 -3.451 -0.05 -0.11 0.00 0.394
H -2.170 3.399 -2.658 -0.02 -0.08 -0.01 0.040
H -1.679 1.463 -3.372 -0.05 0.06 0.08 0.241
H -2.861 0.517 -4.300 0.08 0.03 0.06 0.315
H -3.241 0.883 -1.318 0.21 -0.02 0.05 0.343
H -3.860 -0.385 -2.363 0.10 -0.02 0.08 0.388
H 0.366 2.521 -0.951 -0.18 0.20 0.14 -0.033
H -0.747 2.853 1.521 0.38 0.10 -0.01 0.275
H 0.442 0.134 -2.244 -0.05 -0.09 0.14 -0.494
H 0.342 -1.442 -2.975 -0.05 0.19 0.01 0.589
H 2.553 -0.718 -3.176 -0.03 -0.16 0.02 0.592
H 2.637 -2.002 -2.009 -0.08 0.11 0.20 0.519
H 2.501 0.028 -0.243 0.13 -0.11 -0.11 -0.741
H 4.007 -0.278 -1.107 -0.07 0.00 0.22 0.525
H 2.309 1.496 -2.720 -0.11 0.05 0.13 0.578
H 3.960 1.708 -2.163 -0.12 0.02 0.03 0.500
H 2.989 1.015 3.623 0.24 0.39 -0.04 0.618
H 0.392 -0.033 1.548 0.05 -0.10 0.04 0.624
H 1.940 -0.611 3.367 -0.27 -0.30 -0.07 0.927
H 3.290 -2.687 3.199 -0.02 0.00 -0.03 0.474
H 1.726 -3.591 -0.486 -0.01 -0.01 0.08 0.480
H 0.060 -3.469 -1.827 -0.03 -0.13 0.20 0.385
H -1.265 -2.640 1.871 0.03 0.07 0.01 0.360
H -2.039 -1.161 1.964 0.15 0.03 -0.03 0.303
F 1.048 0.115 7.653 -0.09 0.03 0.03 -0.403
Al 2.309 -0.014 6.552 -0.01 -0.09 0.25 0.494
F 2.557 -1.623 6.115 0.03 -0.09 -0.16 -0.396
F 3.718 0.657 7.171 0.10 0.07 0.00 -0.396
F 1.897 0.824 5.123 -0.04 0.02 -0.17 -0.392
```
Positions in Å, forces in eV/Å.

=====

# 3
The following is a quantum chemistry calculation of a molecular structure, C5H7F3N2Se at a distorted geometry, from the OMol25 dataset.

Results
LUMO (spin up / spin down)   -0.001 / -0.001 Eh
E_HOMO (spin up / spin down)   -7.557 / -7.556 eV
Relative energy (zero: lowest compared OMol25 entry of this formula, charge and spin)   82.5 kcal/mol
HOMO-LUMO gap (spin up / spin down)   7.54 / 7.54 eV
F_max   3.9 eV Å⁻¹
Charge   0

Structure (XYZ):
```
18
Properties=species:S:1:pos:R:3:forces:R:3:mulliken_charge:R:1
C 0.894 1.458 0.880 -0.69 -0.65 0.47 0.019
C 0.483 -1.337 0.318 1.23 -0.30 0.74 -0.250
C 0.731 2.813 0.949 -0.89 -0.14 0.34 -0.597
C -0.802 -0.629 -1.543 -3.31 -0.20 0.45 -0.866
C -1.523 5.326 -0.875 0.26 -3.76 -1.09 0.465
N 0.070 0.887 -0.097 0.55 1.63 0.10 -0.659
N -0.042 -0.367 -0.342 -0.12 -1.27 0.23 0.461
F -1.219 5.712 -2.143 0.26 -0.21 1.12 -0.206
F -2.872 5.234 -0.866 0.70 0.14 0.43 -0.210
F -1.069 6.125 0.000 0.33 2.56 1.23 -0.172
Se -0.789 3.254 -0.269 -0.95 0.90 -1.26 0.071
H 1.442 0.787 1.626 -0.46 1.49 -0.96 0.237
H 1.198 -0.961 0.999 0.49 -0.37 1.07 0.122
H 0.519 -2.377 0.069 -0.57 -0.06 -0.52 0.253
H 0.946 3.446 1.822 0.34 -0.35 -0.76 0.397
H -0.265 -1.298 -2.143 0.80 -0.81 -0.96 0.354
H -1.892 -1.078 -1.408 2.37 1.01 0.28 0.252
H -0.875 0.356 -1.943 -0.34 0.39 -0.92 0.329
```
Positions in Å, forces in eV/Å.

=====

# 4
The following is a quantum chemistry calculation of C5H8N2 in the gas phase at a distorted geometry, from the OMol25 dataset.

Results
LUMO   0.033 Eh
E_HOMO   -7.736 eV
Relative energy (zero: lowest compared OMol25 entry of this formula, charge and spin)   92.8 kcal/mol
HOMO-LUMO gap   8.63 eV
F_max   3.8 eV Å⁻¹
Charge   0

Structure (XYZ):
```
15
Properties=species:S:1:pos:R:3:forces:R:3:mulliken_charge:R:1
C 0.384 -0.709 1.050 -0.48 2.08 1.61 0.468
C 0.587 0.579 -2.104 -0.98 1.24 0.98 -0.148
C 1.278 -0.012 -1.063 1.31 0.77 -1.12 -0.131
C -0.213 -1.228 2.269 1.47 -0.18 1.17 -0.475
C -0.623 0.139 1.745 -1.82 -2.08 -2.64 -0.583
N -0.804 0.839 -2.443 -0.70 -1.23 1.34 -0.512
N 1.074 -0.899 0.049 0.17 -0.43 -1.89 -0.501
H 1.114 1.145 -2.879 0.75 -0.54 0.65 0.280
H -1.158 1.767 -2.719 1.39 -0.56 0.07 0.227
H 2.421 0.085 -1.135 -1.86 -0.08 -0.41 0.198
H -0.796 -2.091 2.046 -0.62 -0.59 0.65 0.256
H 0.261 -1.042 3.285 -0.32 -1.16 -1.53 0.202
H -0.393 0.832 2.465 0.42 2.09 0.92 0.316
H -1.605 0.110 1.241 0.46 0.78 0.43 0.189
H -1.528 0.485 -1.807 0.80 -0.12 -0.22 0.213
```
Positions in Å, forces in eV/Å.

=====

Q: charge of number 1 (C45H47Cl3InN10OP2S2)?
A: +1

=====

Q: Which value of F_max does entry 2 give?
A: 0.9 eV Å⁻¹